1.
A 8-piece molecular cluster, C38H43F5O7S overall at a distorted geometry, computed with ωB97M-V/def2-TZVPD.

XYZ file:
```
94
Properties=species:S:1:pos:R:3:mulliken_charge:R:1
F -1.97 -9.05 -0.47 -0.318
C -1.42 -8.00 -1.11 0.491
C -0.87 -8.24 -2.38 -0.477
C -0.18 -7.23 -3.00 -0.604
C -0.16 -5.97 -2.38 -0.333
C -0.78 -5.72 -1.21 -0.044
C -1.40 -6.77 -0.50 -0.612
H -0.88 -9.21 -2.87 0.407
H 0.24 -7.30 -3.99 0.387
H 0.26 -5.12 -2.92 0.409
H -0.84 -4.72 -0.79 0.213
H -1.68 -6.59 0.53 0.468
F -0.24 8.16 -2.65 -0.337
C 0.14 7.41 -1.61 0.264
C 0.56 6.11 -1.83 -0.443
C 1.02 5.37 -0.73 -0.243
C 0.98 5.95 0.52 0.309
C 0.49 7.23 0.77 -0.710
C 0.05 7.95 -0.34 -0.358
H 0.58 5.66 -2.81 0.456
H 1.23 4.31 -0.74 0.424
H 1.38 5.43 1.38 -0.185
H 0.44 7.62 1.77 0.424
H -0.27 8.98 -0.18 0.411
F -0.73 2.47 5.25 -0.397
C 0.17 2.49 4.26 0.141
C 0.35 1.40 3.44 -0.386
C 1.38 1.42 2.51 -0.127
C 2.09 2.59 2.28 -0.418
C 1.94 3.69 3.13 -1.021
C 1.02 3.59 4.17 -0.400
H -0.28 0.54 3.68 0.471
H 1.67 0.53 1.97 0.404
H 2.84 2.63 1.50 0.605
H 2.53 4.59 3.10 0.708
H 0.89 4.41 4.87 0.417
F -0.45 -2.72 -4.55 -0.358
C -1.71 -3.20 -4.62 0.174
C -2.75 -2.57 -3.94 -0.147
C -4.01 -3.12 -4.01 -0.518
C -4.27 -4.25 -4.81 -0.462
C -3.25 -4.80 -5.55 -0.570
C -1.95 -4.29 -5.40 -0.140
H -2.51 -1.74 -3.28 0.475
H -4.84 -2.71 -3.45 0.393
H -5.27 -4.66 -4.81 0.390
H -3.40 -5.62 -6.24 0.382
H -1.17 -4.68 -6.04 0.439
F -2.17 4.46 -1.67 -0.385
C -2.38 4.06 -0.40 0.430
C -2.38 5.01 0.61 -0.576
C -2.67 4.63 1.90 -0.334
C -2.93 3.28 2.21 -0.871
C -2.96 2.36 1.18 0.190
C -2.76 2.77 -0.14 -0.583
H -2.08 6.02 0.33 0.489
H -2.60 5.36 2.71 0.382
H -3.08 3.05 3.25 0.489
H -3.09 1.30 1.41 0.162
H -2.77 2.03 -0.93 0.606
C 0.22 1.30 -0.78 -0.667
S -0.13 -0.16 -1.80 0.338
O -1.62 -0.40 -1.80 -0.564
C 0.48 -1.39 -0.61 -0.115
H -0.11 2.19 -1.30 0.330
H 1.29 1.35 -0.55 0.447
H -0.28 1.23 0.19 -0.057
H -0.04 -1.35 0.35 -0.199
H 1.55 -1.34 -0.43 0.351
H 0.21 -2.37 -1.01 0.029
C -0.70 -2.82 4.23 -0.844
O -1.36 -1.86 3.44 -0.315
C -1.86 -2.24 2.27 0.814
O -1.65 -3.29 1.74 -0.552
O -2.59 -1.23 1.79 -0.220
C -3.20 -1.50 0.53 -0.294
H 0.38 -2.81 4.10 0.281
H -1.03 -3.83 4.00 0.383
H -0.94 -2.62 5.27 0.263
H -4.10 -2.10 0.65 0.315
H -2.55 -2.02 -0.17 0.081
H -3.34 -0.53 0.06 0.081
C 4.34 -0.51 1.70 -0.189
O 5.33 -0.25 0.72 -0.290
C 6.53 0.08 1.13 0.802
O 6.89 0.06 2.29 -0.575
O 7.29 0.41 0.11 -0.323
C 8.64 0.76 0.38 -0.667
H 4.64 -1.39 2.27 0.371
H 3.42 -0.82 1.20 -0.218
H 4.22 0.33 2.38 0.299
H 9.18 0.52 -0.53 0.237
H 9.07 0.23 1.23 0.334
H 8.74 1.82 0.58 0.279
```

Energy relative to the best compared isomer or geometry (same formula, charge and spin) in eV: 0.000
E_HOMO in eV: -9.036
Multiplicity: 1
Energy in eV: -78857.0698
LUMO level in eV: 0.32
Orbital gap in eV: 9.35

2.
C38H44BrCuF4N4P3S as an isolated structure, computed with ωB97M-V/def2-TZVPD.

XYZ file:
```
96
Properties=species:S:1:pos:R:3:nbo_charge:R:1
Cu -0.03 -0.27 0.10 0.684
F 6.01 -1.19 -4.83 -0.266
C 4.86 -1.12 -4.19 0.303
C 3.75 -0.60 -4.80 0.268
F 3.83 -0.15 -6.05 -0.271
C 2.53 -0.55 -4.14 0.393
F 1.54 -0.03 -4.84 -0.300
C 2.38 -1.02 -2.84 -0.458
P 0.75 -1.23 -1.94 0.797
C 0.75 -3.06 -2.12 -0.336
C 0.80 -3.85 -0.97 -0.181
C 0.86 -5.23 -1.06 -0.225
C 0.83 -5.85 -2.30 -0.209
C 0.78 -5.08 -3.46 -0.147
C 0.77 -3.69 -3.37 -0.235
C -0.47 -0.45 -3.05 -0.375
C -1.30 -1.09 -3.98 -0.184
C -2.13 -0.34 -4.80 -0.197
C -2.15 1.05 -4.69 -0.189
C -1.37 1.68 -3.73 -0.213
C -0.54 0.93 -2.92 -0.164
C 3.55 -1.53 -2.23 -0.049
Br 3.56 -2.24 -0.48 0.121
C 4.76 -1.58 -2.89 0.276
F 5.84 -2.09 -2.31 -0.281
H 0.80 -3.36 0.00 0.214
H 0.95 -5.82 -0.16 0.218
H 0.84 -6.93 -2.38 0.223
H 0.78 -5.55 -4.43 0.216
H 0.82 -3.10 -4.28 0.219
H -1.31 -2.17 -4.05 0.228
H -2.75 -0.84 -5.52 0.224
H -2.79 1.63 -5.35 0.225
H -1.42 2.76 -3.62 0.221
H 0.08 1.43 -2.17 0.209
C -1.27 -0.48 3.58 -0.938
P -1.46 0.33 1.94 0.739
C -0.73 1.98 2.37 -0.018
N -1.46 2.77 3.12 -0.415
C -1.02 4.01 3.43 0.094
C -1.82 4.88 4.22 -0.184
C -1.37 6.14 4.48 -0.187
C -0.12 6.58 3.99 -0.180
C 0.66 5.76 3.23 -0.214
C 0.22 4.45 2.94 0.191
N 0.98 3.62 2.20 -0.416
C 0.57 2.41 1.93 -0.125
P 1.65 1.31 0.89 0.718
C 2.27 0.15 2.20 -0.938
C 3.17 2.36 0.48 -0.268
C 2.72 3.50 -0.44 -0.625
C 4.11 1.46 -0.33 -0.622
C 3.94 2.88 1.70 -0.628
C -3.33 0.62 1.81 -0.272
C -3.98 1.40 2.95 -0.615
C -3.53 1.35 0.47 -0.630
C -4.03 -0.74 1.78 -0.637
H -1.54 0.23 4.36 0.251
H -0.23 -0.78 3.73 0.241
H -1.91 -1.36 3.65 0.234
H -2.77 4.51 4.60 0.230
H -1.98 6.81 5.07 0.229
H 0.21 7.59 4.22 0.229
H 1.63 6.08 2.85 0.232
H 2.41 0.64 3.16 0.241
H 3.22 -0.27 1.86 0.252
H 1.57 -0.68 2.30 0.226
H 2.19 3.12 -1.32 0.207
H 3.61 4.04 -0.81 0.222
H 2.08 4.21 0.07 0.232
H 3.59 0.99 -1.17 0.207
H 4.56 0.68 0.28 0.213
H 4.92 2.07 -0.74 0.227
H 3.37 3.60 2.26 0.238
H 4.85 3.36 1.34 0.220
H 4.24 2.06 2.37 0.208
H -3.67 2.43 3.00 0.237
H -3.80 0.94 3.92 0.208
H -5.07 1.38 2.78 0.213
H -3.02 2.32 0.46 0.213
H -4.59 1.52 0.29 0.227
H -3.14 0.74 -0.36 0.225
H -3.89 -1.29 2.72 0.198
H -3.70 -1.36 0.96 0.237
H -5.10 -0.57 1.66 0.226
C -2.70 -5.10 1.94 -0.434
N -2.35 -3.91 1.18 -0.587
C -2.63 -3.72 -0.12 0.331
N -3.20 -4.74 -0.77 -0.786
S -2.29 -2.26 -0.90 -0.327
H -2.33 -4.98 2.96 0.230
H -2.23 -5.99 1.52 0.205
H -3.78 -5.24 1.98 0.207
H -1.94 -3.12 1.65 0.415
H -3.44 -5.61 -0.32 0.402
H -3.44 -4.60 -1.74 0.427
```

E_HOMO in eV: -10.075
Multiplicity: 1
Energy in eV: -210330.7621
LUMO level in eV: -2.80
Orbital gap in eV: 7.28
Net charge: +1

3.
C38H44BrKN2OS2 as an isolated structure at a distorted geometry, computed with ωB97M-V/def2-TZVPD.

XYZ file:
```
89
Properties=species:S:1:pos:R:3:mulliken_charge:R:1
K -0.12 0.01 0.46 1.206
C -2.42 2.16 -0.88 -0.241
C -3.00 0.91 -0.94 0.017
C -3.28 0.22 0.23 -0.704
C -2.99 0.79 1.46 -0.388
C -2.41 2.05 1.52 -0.248
C -2.12 2.73 0.35 -0.679
H -2.22 2.70 -1.80 0.391
H -3.27 0.47 -1.89 0.259
H -3.76 -0.75 0.18 0.397
H -3.24 0.26 2.37 0.353
H -2.21 2.50 2.47 0.402
H -1.70 3.72 0.40 0.403
C 4.96 -2.85 5.79 -1.668
C 3.48 -2.96 6.19 2.067
C 3.36 -2.53 7.65 -2.096
C 3.01 -4.42 6.08 -1.653
C 2.66 -2.09 5.24 -0.292
C 2.74 -2.31 3.87 -0.697
C 2.00 -1.52 3.03 -0.435
Br 2.19 -1.80 1.15 -0.380
C 1.12 -0.47 3.42 0.548
O 0.47 0.18 2.53 -1.170
C 1.08 -0.25 4.84 -0.020
C 1.83 -1.06 5.67 0.462
C 0.27 0.86 5.52 2.295
C -0.60 1.67 4.55 -2.429
C -0.67 0.26 6.57 -1.829
C 1.24 1.84 6.20 -1.757
H 5.57 -3.44 6.47 0.448
H 5.28 -1.81 5.83 0.383
H 5.12 -3.22 4.78 0.322
H 3.99 -3.18 8.26 0.458
H 2.33 -2.62 8.01 0.384
H 3.70 -1.50 7.79 0.394
H 3.60 -5.04 6.75 0.443
H 3.12 -4.79 5.07 0.320
H 1.97 -4.49 6.37 0.380
H 3.37 -3.09 3.46 0.386
H 1.78 -0.86 6.73 0.266
H -1.32 1.02 4.07 0.464
H 0.00 2.14 3.79 0.455
H -1.14 2.43 5.11 0.425
H -1.33 -0.47 6.10 0.380
H -1.28 1.04 7.02 0.462
H -0.12 -0.24 7.36 0.362
H 1.92 2.26 5.47 0.384
H 1.83 1.34 6.97 0.344
H 0.69 2.65 6.68 0.444
S -0.08 -2.66 -1.62 -0.368
C 0.31 -2.43 -3.21 0.149
N 1.02 -3.33 -3.93 0.271
C 1.11 -3.19 -5.36 -0.889
C -0.20 -2.60 -5.87 -0.566
N -0.40 -1.32 -5.23 0.214
C -1.07 -0.27 -5.96 -1.927
C -2.54 -0.56 -6.06 0.731
C -3.41 -0.10 -5.08 -0.171
C -4.76 -0.38 -5.14 -0.653
C -5.26 -1.15 -6.18 -0.406
C -4.41 -1.62 -7.16 -0.722
C -3.06 -1.33 -7.10 -0.205
C -0.15 -1.23 -3.91 0.337
S -0.31 0.21 -3.09 -0.326
C 1.64 -4.51 -3.35 -1.651
C 0.82 -5.75 -3.62 0.918
C 1.30 -6.80 -4.39 -0.278
C 0.51 -7.91 -4.62 -0.575
C -0.77 -7.98 -4.10 -0.372
C -1.25 -6.94 -3.33 -0.820
C -0.46 -5.83 -3.09 -0.076
H 1.28 -4.17 -5.81 0.466
H 1.95 -2.53 -5.62 0.300
H -1.02 -3.28 -5.64 0.307
H -0.16 -2.44 -6.95 0.465
H -0.62 -0.21 -6.96 0.545
H -0.91 0.67 -5.43 0.627
H -3.01 0.50 -4.27 0.434
H -5.42 0.00 -4.38 0.422
H -6.31 -1.38 -6.22 0.390
H -4.80 -2.20 -7.98 0.382
H -2.40 -1.69 -7.88 0.363
H 1.73 -4.34 -2.27 0.474
H 2.63 -4.60 -3.79 0.453
H 2.30 -6.76 -4.81 0.371
H 0.89 -8.73 -5.22 0.372
H -1.39 -8.85 -4.28 0.387
H -2.25 -6.98 -2.91 0.410
H -0.83 -5.02 -2.48 0.201
```

Energy relative to the best compared isomer or geometry (same formula, charge and spin) in eV: 0.833
E_HOMO in eV: -6.219
Multiplicity: 1
Energy in eV: -153187.4321
LUMO level in eV: -1.00
Orbital gap in eV: 5.22

4.
C38H44CrN7O4P2S as an isolated structure at a distorted geometry, computed with ωB97M-V/def2-TZVPD.

XYZ file:
```
97
Properties=species:S:1:pos:R:3:nbo_charge:R:1
Cr -1.54 -0.55 -0.08 1.306
C 3.20 -3.76 0.98 -0.407
N 2.53 -2.47 0.90 -0.318
C 3.13 -1.25 0.99 -0.069
C 2.16 -0.33 0.74 -0.067
N 0.96 -0.96 0.49 -0.506
C 1.22 -2.25 0.59 0.072
P 0.10 -3.64 0.28 0.777
C -1.24 -3.12 1.41 0.095
N -1.85 -1.95 1.35 -0.541
C -2.83 -1.96 2.31 -0.074
C -2.81 -3.17 2.94 -0.062
N -1.80 -3.89 2.36 -0.313
C -1.42 -5.25 2.72 -0.405
C -0.75 -3.11 -1.24 0.100
N -1.64 -2.13 -1.37 -0.561
C -2.26 -2.32 -2.57 -0.036
C -1.71 -3.40 -3.19 -0.062
N -0.77 -3.90 -2.34 -0.303
C 0.14 -5.01 -2.61 -0.416
H 4.20 -3.62 1.36 0.227
H 3.25 -4.21 -0.02 0.228
H 2.66 -4.43 1.64 0.214
H 4.18 -1.13 1.22 0.231
H 2.25 0.74 0.74 0.222
H -3.47 -1.11 2.47 0.237
H -3.42 -3.56 3.74 0.236
H -2.08 -5.61 3.50 0.230
H -0.39 -5.29 3.08 0.219
H -1.51 -5.91 1.86 0.223
H -3.05 -1.68 -2.91 0.227
H -1.91 -3.84 -4.16 0.235
H -0.02 -5.36 -3.62 0.227
H -0.05 -5.84 -1.92 0.213
H 1.16 -4.67 -2.50 0.251
O -1.66 0.75 1.43 -1.127
P -0.95 2.00 1.93 1.990
C 0.37 1.43 3.04 -0.334
C 0.24 0.16 3.60 -0.208
C 1.23 -0.35 4.43 -0.203
C 2.35 0.41 4.71 -0.191
C 2.48 1.68 4.18 -0.214
C 1.50 2.19 3.34 -0.212
C -2.05 2.95 2.99 -0.459
C -1.53 3.83 3.93 -0.128
C -2.38 4.55 4.76 -0.231
C -3.76 4.38 4.64 -0.178
C -4.28 3.49 3.72 -0.206
C -3.43 2.77 2.88 -0.150
C -0.13 3.13 0.76 -0.407
C -0.22 4.51 0.96 -0.172
C 0.33 5.38 0.03 -0.208
C 0.93 4.90 -1.12 -0.174
C 1.02 3.53 -1.32 -0.221
C 0.51 2.64 -0.38 -0.179
H -0.64 -0.43 3.37 0.223
H 1.11 -1.34 4.86 0.214
H 3.13 0.01 5.35 0.222
H 3.36 2.28 4.41 0.224
H 1.61 3.18 2.92 0.225
H -0.46 3.95 4.04 0.210
H -1.98 5.24 5.48 0.223
H -4.42 4.94 5.29 0.223
H -5.35 3.35 3.64 0.223
H -3.81 2.09 2.14 0.235
H -0.72 4.90 1.83 0.230
H 0.26 6.45 0.20 0.225
H 1.31 5.58 -1.86 0.222
H 1.48 3.13 -2.22 0.221
H 0.57 1.58 -0.55 0.227
C 1.39 0.02 -5.69 -0.634
C 1.78 -1.26 -4.95 -0.586
S 1.93 -1.05 -3.14 1.259
O 2.32 -2.43 -2.67 -1.031
C 3.51 -0.09 -3.18 -0.596
C 4.72 -1.00 -3.25 -0.620
H 1.15 -0.22 -6.72 0.226
H 2.20 0.75 -5.69 0.201
H 0.51 0.46 -5.22 0.244
H 2.72 -1.69 -5.30 0.223
H 0.98 -2.00 -5.05 0.230
H 3.51 0.49 -2.26 0.219
H 3.45 0.59 -4.02 0.224
H 4.69 -1.73 -2.45 0.229
H 5.63 -0.41 -3.15 0.220
H 4.76 -1.54 -4.19 0.213
O -2.78 2.68 -0.25 -0.630
C -2.54 2.15 -1.32 0.680
C -2.87 2.83 -2.64 -0.505
C -2.31 1.88 -3.68 -0.516
C -1.60 0.81 -2.87 0.692
O -0.86 -0.01 -3.38 -0.647
N -1.90 0.93 -1.52 -0.807
H -2.39 3.81 -2.64 0.239
H -3.94 2.98 -2.70 0.239
H -1.61 2.35 -4.37 0.234
H -3.08 1.40 -4.28 0.234
```

Energy relative to the best compared isomer or geometry (same formula, charge and spin) in eV: 0.000
E_HOMO (alpha / beta) in eV: -10.126 / -10.595
Multiplicity: 5
Energy in eV: -116575.2191
LUMO level (alpha / beta) in eV: -1.96 / -2.09
Orbital gap (alpha / beta) in eV: 8.16 / 8.50
Net charge: +1

5.
A 2-piece molecular cluster, C38H44N4O3S overall at a distorted geometry, computed with ωB97M-V/def2-TZVPD.

XYZ file:
```
90
Properties=species:S:1:pos:R:3:mulliken_charge:R:1
C 1.93 7.98 -1.00 0.013
C 1.19 7.31 -1.71 -0.641
C 0.49 6.56 -2.92 -0.107
C -0.81 5.85 -2.39 0.217
C -1.85 6.56 -1.53 -0.442
C -3.09 5.90 -1.01 -0.717
C -3.39 4.45 -1.30 -0.513
C -2.37 3.70 -2.15 0.235
C -1.12 4.39 -2.68 0.445
C -0.12 3.49 -3.53 -0.455
O 0.49 3.87 -4.52 -0.565
C 0.00 1.98 -3.01 0.665
C 1.40 1.26 -3.03 -1.481
C 1.93 0.85 -1.59 1.766
C 1.99 2.05 -0.55 -1.202
C 3.40 0.19 -1.62 -1.152
C -1.16 1.36 -2.55 0.496
C -1.22 -0.13 -2.03 -1.147
C -1.43 -0.07 -0.45 0.563
C -2.98 -0.18 0.00 -1.172
C -3.21 0.95 1.12 -0.234
C -2.59 0.42 2.50 -1.162
C -1.15 1.00 2.84 0.410
C -1.14 2.51 3.38 -0.824
S -2.81 3.27 3.58 -0.128
C -2.41 4.98 4.10 0.405
N -1.13 5.43 3.87 -0.053
N -1.03 6.72 4.34 -0.558
C -2.28 6.99 4.86 0.038
O -3.20 5.93 4.74 -0.285
C -2.54 2.16 -2.50 0.351
O -3.60 1.62 -2.75 -0.555
H 2.59 8.73 -0.48 0.388
H 0.19 7.31 -3.72 0.334
H 1.25 5.85 -3.36 0.235
H -1.70 7.64 -1.23 0.340
H -3.83 6.44 -0.35 0.357
H -4.30 3.90 -0.92 0.430
H 2.17 1.94 -3.52 0.342
H 1.34 0.32 -3.67 0.411
H 1.27 0.05 -1.11 -0.529
H 1.08 2.73 -0.56 0.174
H 1.99 1.58 0.50 0.181
H 2.97 2.64 -0.59 0.458
H 4.17 0.90 -1.17 0.303
H 3.41 -0.74 -0.96 0.122
H 3.71 -0.14 -2.65 0.375
H -0.28 -0.66 -2.35 0.335
H -2.08 -0.63 -2.58 0.516
H -0.89 -0.89 0.12 -0.272
H -1.02 0.93 -0.08 -0.134
H -3.68 -0.07 -0.88 0.472
H -3.14 -1.23 0.41 0.507
H -4.33 1.14 1.24 0.339
H -2.76 1.96 0.81 0.208
H -2.46 -0.71 2.37 0.260
H -3.36 0.54 3.32 0.455
H -0.71 0.36 3.67 0.344
H -0.42 0.95 1.97 -0.358
H -0.61 2.53 4.39 0.494
H -0.52 3.15 2.68 0.327
H -2.43 8.01 5.30 0.391
C 1.82 -1.82 2.83 -0.832
N 1.78 -3.10 2.09 0.072
C 2.94 -3.70 1.75 -0.437
C 2.94 -4.92 1.09 -0.581
C 1.73 -5.54 0.76 0.789
C 0.55 -4.87 1.10 -0.730
C 0.60 -3.66 1.76 -0.193
C 1.68 -6.86 0.10 0.556
C 1.02 -7.93 0.70 -0.704
C 0.94 -9.15 0.06 -0.112
N 1.49 -9.33 -1.15 -0.010
C 2.16 -8.32 -1.75 -0.359
C 2.27 -7.09 -1.14 -0.581
C 1.35 -10.62 -1.85 -0.864
H 2.41 -1.11 2.25 0.412
H 2.29 -2.02 3.80 0.401
H 0.81 -1.45 2.98 0.145
H 3.86 -3.21 2.03 0.524
H 3.89 -5.38 0.85 0.544
H -0.41 -5.29 0.86 0.525
H -0.30 -3.12 2.04 0.474
H 0.57 -7.82 1.68 0.511
H 0.42 -9.99 0.51 0.402
H 2.58 -8.52 -2.73 0.485
H 2.80 -6.29 -1.67 0.517
H 2.35 -10.99 -2.08 0.376
H 0.78 -10.45 -2.76 0.378
H 0.83 -11.33 -1.22 0.281
```

Energy relative to the best compared isomer or geometry (same formula, charge and spin) in eV: 0.000
E_HOMO in eV: -11.582
Multiplicity: 1
Energy in eV: -63033.8976
LUMO level in eV: -7.80
Orbital gap in eV: 3.79
Net charge: +2